Molecular formula: C2H7N3O2
Method: DFT, ωB97M-V with the def2-TZVPD basis set

Atoms and positions in Å:
O1 -2.3003 -0.2115 -0.9488
O2 -1.1384 -0.5051 0.9513
N1 0.8814 0.5938 1.0056
N2 1.1914 0.2509 -0.1705
N3 -1.4478 1.5883 0.0433
C1 -1.3637 0.2336 -0.0691
C2 1.9178 -0.9796 -0.3741
H1 1.8821 -1.2390 -1.4316
H2 -0.6564 1.9991 0.5270
H3 0.9456 -0.1740 1.7041
H4 2.9736 -0.8111 -0.1516
H5 -1.8502 2.1224 -0.7085
H6 -2.6024 -1.0846 -0.6660
H7 1.5673 -1.7831 0.2889

Cartesian forces, eV/Å:
O 0.9 0.2 -1.2
O 0.3 1.0 -3.4
N 1.0 -0.6 -2.2
N 0.7 1.7 2.4
N 1.5 0.2 -0.6
C -5.0 -1.6 5.2
C 0.0 -0.6 0.1
H -0.2 -0.2 0.1
H -0.2 0.0 0.0
H 0.6 0.1 -0.2
H 0.0 0.2 0.1
H 0.1 -0.2 -0.2
H 0.4 0.0 0.1
H -0.1 0.0 -0.2

Values from the calculation:
**Calculated total energy**: -10750.58098 eV
**SMILES**: [H]/N=N\C.NC(=O)O
**Highest occupied orbital energy**: -9.31 eV
**Orbital gap**: 9.8273 eV
**Relative energy (zero: lowest compared OMol25 entry of this formula, charge and spin)**: 80.59 kcal/mol
**Strongest force on any atom**: 0.144 hartree/bohr
**E_LUMO**: 0.51 eV